77
Properties=species:S:1:pos:R:3:forces:R:3 method="wB97M-V/def2-TZVPD" smiles="NC(N)=O.CCO.CCO.CCO.CCO.CCO.CCO.CCO.CO" gap_ev=9.65 de_lowest_kcal_mol=95.1 homo_ha=-0.3491 e_tot_ha=-1426.074014
N 3.240 -0.973 1.586 6.2901 3.0261 4.6768
C 2.005 -0.909 1.359 -8.1933 2.1221 3.8286
N 1.683 -1.798 0.449 -2.8537 -1.2578 -5.0775
O 1.073 -0.207 2.210 4.7954 -3.5006 -4.4033
H 3.550 -0.445 2.461 -0.3872 -0.9861 -1.9316
H 3.899 -1.039 0.841 0.3913 -0.2745 -0.2404
H 0.754 -1.672 -0.069 1.5078 0.0059 1.3336
H 2.418 -2.190 -0.230 -1.4245 0.8869 1.8094
C -1.457 3.451 0.125 0.2044 1.2869 -0.7344
C -2.357 3.919 -1.062 -1.0173 -1.2683 1.0291
O -2.235 3.110 -2.212 1.3754 0.2541 -0.4512
H -1.660 4.115 1.004 0.0395 -0.8313 -0.5521
H -0.420 3.670 -0.174 -0.1550 -0.2108 0.2319
H -1.539 2.370 0.347 -0.2457 0.7308 0.0019
H -2.229 4.983 -1.326 -0.0657 -0.3068 0.3848
H -3.390 3.660 -0.816 -0.1246 0.9280 0.5150
H -1.340 3.331 -2.508 -0.0132 -0.3396 -0.5259
C 2.385 -2.425 -4.733 -0.8933 -0.1224 1.9548
C 2.444 -0.942 -4.325 -2.9473 -2.5476 -0.9701
O 2.962 -0.985 -3.041 2.2649 2.3694 0.8540
H 1.867 -2.634 -5.641 0.0245 -0.0042 -0.9219
H 1.811 -3.021 -3.933 0.7713 1.0424 -0.9453
H 3.393 -2.769 -4.672 0.6861 -0.6513 -0.5106
H 1.391 -0.673 -4.190 0.0003 0.7176 -0.6213
H 2.906 -0.335 -5.105 0.4577 0.1697 0.4566
H 3.426 -0.116 -2.984 -0.3411 -0.9999 0.7716
C -2.648 1.780 4.501 1.7029 0.8271 -0.3230
C -1.840 1.933 3.164 -1.3042 1.2839 1.8559
O -2.378 0.935 2.310 1.0257 0.4432 -0.7086
H -2.591 0.774 4.841 0.4237 -0.8642 0.6053
H -3.694 1.946 4.386 -0.7864 0.4279 -0.6137
H -2.285 2.495 5.251 0.0165 -0.3110 0.0709
H -0.728 1.950 3.294 -0.8243 -0.6951 -0.1066
H -2.075 2.985 2.876 -0.0090 -0.9912 -0.7250
H -1.872 0.147 2.553 -0.1435 -0.5619 0.0303
C -0.601 -3.170 4.982 -0.9292 1.1328 0.2796
C -0.612 -1.765 4.412 1.0622 0.6153 -0.3690
O -1.001 -1.726 3.055 -2.0866 -0.6710 0.4569
H 0.307 -3.719 4.780 0.0536 -0.2056 -0.4004
H -1.503 -3.610 4.595 -0.1772 -0.8651 -0.0922
H -0.717 -3.080 6.052 0.0358 -0.1875 0.4881
H 0.384 -1.383 4.494 0.9221 0.4098 -0.0937
H -1.183 -1.002 4.951 -0.5252 -0.6261 0.2445
H -0.305 -1.477 2.469 1.4885 0.7052 -0.3854
C 1.358 2.311 -3.757 -3.5150 0.3351 -0.6258
C 1.600 3.711 -3.314 2.4829 -0.0754 0.4222
O 0.554 4.311 -2.625 -1.4627 -0.2923 -0.3638
H 0.999 1.758 -2.860 -0.4745 0.1286 -0.9368
H 2.202 1.782 -4.038 2.0382 -0.5269 -0.6981
H 0.648 2.291 -4.704 1.0008 -0.2333 2.2025
H 2.057 4.336 -4.050 -0.5759 0.6365 -1.4781
H 2.445 3.744 -2.645 0.5737 -0.7700 0.8391
H 0.955 5.055 -2.198 -0.1146 0.7562 0.5578
C -0.802 -1.136 -2.430 0.2531 0.7278 0.8389
C -1.312 -0.084 -1.427 0.2631 0.7148 -3.0173
O -0.998 -0.530 -0.185 0.1900 0.0968 2.5749
H 0.254 -1.316 -2.449 0.9477 -0.0713 0.8607
H -0.916 -0.812 -3.422 -0.9468 0.4793 -1.5000
H -1.298 -2.069 -2.257 -0.3743 -0.5697 -0.0224
H -2.394 -0.112 -1.567 -0.1593 0.6463 -0.0394
H -0.907 0.976 -1.681 -0.6882 -1.6239 0.4921
H -1.525 -0.027 0.474 0.5653 -0.3169 -0.2150
C -1.628 -3.621 0.295 0.9445 -3.4782 0.0113
C -1.904 -4.629 1.398 -0.0677 1.4533 0.4400
O -1.038 -5.684 1.165 1.0565 -2.0204 0.4441
H -1.772 -3.994 -0.702 0.2100 -0.8477 -0.4945
H -0.679 -3.182 0.369 1.6579 0.0093 0.2468
H -2.205 -2.830 0.292 -3.4508 3.9909 0.6401
H -2.933 -4.934 1.517 -0.6647 -0.3334 -0.7499
H -1.742 -4.136 2.358 0.5646 0.1246 0.0980
H -0.984 -6.336 1.898 -0.3248 0.9233 -0.6379
C 1.876 1.877 -0.215 -0.8694 -0.8344 2.0050
O 2.994 2.569 0.178 1.9268 1.1673 -0.4252
H 1.332 1.674 0.674 -1.0657 -0.4112 0.7725
H 2.025 0.923 -0.631 0.7676 -1.4024 -1.0372
H 1.208 2.398 -0.813 -0.6935 1.4832 -1.3851
H 3.290 2.229 1.025 -0.0868 0.0289 0.0044